## 1
The following is a quantum chemistry calculation of a 3-piece molecular cluster, C4H13NO2 overall, from the OMol25 dataset.

Its charge is +1. The spin multiplicity is 2.

The geometry in XYZ format:
```
20
Properties=species:S:1:pos:R:3:lowdin_spin:R:1
H 0.34 -2.48 -0.17 0.0001
H 2.15 -1.58 1.45 0.0215
C 1.49 -0.93 0.88 0.0888
C -0.51 -0.49 -0.33 0.0065
H -1.41 -0.89 -0.79 -0.0006
H -2.78 0.02 -4.16 0.0000
H -1.43 0.32 -3.54 0.0000
H 2.13 -0.12 0.51 0.0470
C 0.67 -1.45 -0.31 0.0050
H -1.58 -0.77 1.61 0.0407
O 0.39 3.04 1.43 0.0009
H -1.04 0.88 1.27 0.0307
O -1.89 0.32 -4.38 0.0000
H 1.34 -1.46 -1.17 -0.0006
H 0.96 2.72 0.73 0.0000
H 0.92 2.93 2.22 0.0000
H -0.32 0.46 -0.82 0.0017
N 0.50 -0.42 1.79 0.6511
C -0.77 -0.18 1.17 0.0954
H 0.84 0.08 2.61 0.0119
```


## 2
The following is a quantum chemistry calculation of a 2-piece molecular cluster, C4H13NO2 overall, from the OMol25 dataset.

Its charge is +1. The spin multiplicity is 2.

The geometry in XYZ format:
```
20
Properties=species:S:1:pos:R:3:lowdin_spin:R:1
H 4.34 -4.41 1.17 0.0000
C -0.68 0.40 -1.93 0.0089
H -1.21 0.22 -2.87 0.0044
H 0.45 2.49 -0.05 -0.0006
H -1.92 1.60 0.95 -0.0007
C -1.05 -0.48 1.07 0.0652
H 3.11 -4.81 1.99 0.0000
O 3.36 -4.29 1.19 0.0000
H 1.04 0.99 0.41 0.0005
H 0.00 2.37 -1.94 0.0021
C -1.17 0.97 0.48 0.0694
N -1.57 0.83 -0.89 0.6146
H -2.44 1.34 -1.12 0.0110
H 0.17 -0.38 -1.73 0.0040
H 0.49 2.23 1.54 0.0067
H -0.25 -1.03 0.57 0.0008
O 0.15 1.63 -2.42 0.1633
H -0.97 -0.35 2.11 0.0070
H -2.11 -0.98 0.89 -0.0013
C 0.23 1.66 0.59 0.0445
```


Energies relative to the most stable structure, in kJ/mol: 1 0.0; 2 161.5.


## 1
The following is a quantum chemistry calculation of an isolated ion of composition C5H10N3S and charge +1, from the OMol25 dataset.

As for the SMILES: C[N+]1(C)CC(N)=NC1=S. Its charge is +1.

The geometry in XYZ format:
```
19
Properties=species:S:1:pos:R:3:nbo_charge:R:1
H -0.15 0.76 -1.65 0.2570
H -0.82 -1.78 -1.13 0.2329
H 2.12 -1.60 0.02 0.2674
H -2.72 2.21 0.96 0.4310
N 0.51 -0.41 -0.09 -0.2555
H 0.88 1.48 -0.49 0.2497
N -2.06 2.06 0.26 -0.6993
S 1.60 -0.71 2.46 0.1097
C -0.51 -1.54 -0.15 -0.3977
C 1.70 -0.86 -0.76 -0.4550
H -0.07 -2.41 0.18 0.2401
N -0.60 0.76 1.63 -0.5299
H -2.03 2.70 -0.47 0.4166
C -0.01 0.88 -0.59 -0.3065
H 2.41 -0.08 -0.99 0.2411
C -0.99 1.30 0.49 0.5052
H -1.32 -1.23 0.51 0.2336
H 1.65 -1.48 -1.60 0.2510
C 0.43 -0.05 1.42 0.2085
```


## 2
The following is a quantum chemistry calculation of an isolated ion of composition C5H10N3S and charge +1, from the OMol25 dataset.

As for the SMILES: C[C@H]1C=C[C@@]([NH3+])(S)N=N1. Its charge is +1.

The geometry in XYZ format:
```
19
Properties=species:S:1:pos:R:3:nbo_charge:R:1
C -1.13 0.45 0.17 0.0800
C 0.67 -0.71 -0.96 -0.1314
H -2.52 -0.70 1.84 0.1426
C 2.45 -0.09 0.72 -0.6263
H 2.72 0.94 1.23 0.2469
H -1.55 -1.50 -0.83 0.2499
N 0.84 1.57 -0.25 -0.0096
N -0.34 1.60 0.05 -0.2188
C -0.62 -0.76 -0.63 -0.2806
H -2.75 0.86 -1.37 0.4532
H -3.36 0.52 0.24 0.4622
H 3.35 -0.74 0.54 0.2607
H 1.17 -1.39 -1.62 0.2500
H 2.34 0.78 -1.33 0.2707
H -2.41 2.00 -0.25 0.4809
N -2.56 0.92 -0.32 -0.7531
C 1.59 0.38 -0.49 -0.1827
H 1.92 -0.70 1.50 0.2331
S -1.35 0.15 1.96 0.0723
```


Energies relative to the most stable structure, in kJ/mol: 1 0.0; 2 197.5.


## 1
The following is a quantum chemistry calculation of a 6-piece molecular cluster, C5H21NO7 overall, from the OMol25 dataset.

As for the SMILES: CN[C@H](C=O)[C@H](C)O.O.O.O.O.O. Its charge is 0.

The geometry in XYZ format:
```
34
Properties=species:S:1:pos:R:3:nbo_charge:R:1
H -2.80 -0.10 -1.16 0.4840
H -1.80 -1.05 0.88 0.2148
H -1.79 1.15 1.16 0.4908
H -0.53 -2.22 1.54 0.2380
O 1.23 2.14 0.69 -0.6116
C -1.10 -1.30 1.71 -0.6434
H -1.20 1.88 -1.81 0.4789
H -1.91 -1.51 2.57 0.2122
H -4.29 -0.40 -1.41 0.4731
C 0.88 -0.14 1.08 -0.1690
H 1.45 4.34 -1.07 0.4525
H 2.73 -1.25 -0.29 0.2107
H 0.99 3.15 -0.56 0.4849
O -1.77 -4.49 -1.28 -0.9218
H 3.99 -1.04 1.09 0.1843
H 0.10 -0.09 3.05 0.1817
C 2.94 -1.43 0.77 -0.4411
H -1.19 -3.70 -1.11 0.4593
O -1.19 1.06 1.98 -0.7050
C 1.44 1.21 1.46 0.4477
H -2.41 -4.15 -0.60 0.4638
H 1.97 -1.27 2.75 0.3932
N 1.78 -1.24 1.64 -0.6709
O 0.85 3.72 -1.30 -0.9592
H -1.63 1.75 -3.14 0.4781
O 0.87 1.38 -3.39 -0.9533
H 1.56 1.79 -2.87 0.4822
O -2.05 1.78 -2.27 -0.9534
O -3.48 -0.86 -1.16 -0.9592
H 0.72 2.09 -4.07 0.4714
H 1.84 1.47 2.47 0.1449
H 3.28 -2.48 0.73 0.2016
H 0.85 -0.18 -0.09 0.2500
C -0.34 -0.01 2.03 0.0899
```


## 2
The following is a quantum chemistry calculation of a 7-piece molecular cluster, C5H21NO7 overall, from the OMol25 dataset.

As for the SMILES: N/C=C/CCC=O.O.O.O.O.O.O. Its charge is 0.

The geometry in XYZ format:
```
34
Properties=species:S:1:pos:R:3:nbo_charge:R:1
H 1.52 4.01 -0.34 0.4753
H 0.93 -2.02 2.41 0.2163
H -1.11 0.79 -1.26 0.5177
H -2.82 -1.95 0.97 0.4625
O -1.42 -0.90 -1.89 -1.0163
H -2.13 -1.30 -1.37 0.5262
H 0.42 2.20 -2.44 0.5113
H 2.29 -1.99 0.48 0.2410
H -2.18 -0.53 1.65 0.1511
H 1.23 -0.59 -0.01 0.2474
C -1.37 0.13 1.98 -0.0028
H -0.45 -2.26 1.52 0.1998
O -2.84 -2.33 0.08 -0.9522
C -0.07 -0.20 1.97 -0.2255
H -1.27 -1.17 -2.80 0.4953
C 0.38 -1.59 1.61 -0.4322
N -1.81 1.48 1.99 -0.8516
O -0.39 -3.07 -0.74 -0.5685
H 3.07 0.90 0.05 0.4604
H -1.13 2.07 2.49 0.3649
C 1.25 -1.62 0.32 -0.5147
H 1.35 -2.58 -1.64 0.1057
C 0.69 -2.54 -0.74 0.4886
H -1.83 1.84 1.00 0.3731
O 1.37 2.35 -2.71 -0.9926
O -1.00 1.72 -1.57 -0.9904
H 1.12 2.61 -0.93 0.4910
H 2.88 1.49 1.25 0.4788
H 1.92 1.57 -2.81 0.4780
H -2.01 -2.82 0.19 0.4969
O 3.29 0.64 0.96 -0.9350
H -1.90 2.03 -1.68 0.4844
O 1.33 3.10 -0.12 -0.9933
H 0.70 0.54 2.15 0.2093
```


Energies relative to the most stable structure, in kJ/mol: 1 180.0; 2 0.0.


## 1
The following is a quantum chemistry calculation of a 14-piece molecular cluster, C5H39NO14 overall, from the OMol25 dataset.

Its charge is 0.

The geometry in XYZ format:
```
59
Properties=species:S:1:pos:R:3:nbo_charge:R:1
H 1.23 -1.19 1.50 0.4969
H -0.63 -2.26 2.28 0.5082
H 0.68 1.60 -4.26 0.4774
O 3.90 1.02 1.14 -0.9691
H 4.33 0.71 1.94 0.4826
H 0.60 -4.40 -3.07 0.4724
H -1.27 3.49 -0.46 0.2024
H 2.18 1.02 1.17 0.5039
O 3.32 -0.32 -1.17 -0.9780
O -2.96 -0.34 2.00 -0.9969
H 2.33 -4.74 -0.93 0.4936
O 0.95 -1.51 2.38 -0.9731
O -0.81 -0.47 4.76 -0.9733
H -2.12 0.13 -2.01 0.2215
H -1.06 2.81 1.16 0.2073
O 1.21 1.08 1.36 -1.0490
H -1.68 -0.64 5.12 0.4914
H -1.20 0.48 0.40 0.2041
N -0.13 0.54 -2.08 -0.6676
H -0.31 -1.28 4.75 0.4892
C -0.96 2.60 0.10 -0.6000
H -2.45 0.40 2.35 0.4728
H 1.06 1.35 2.29 0.4969
H 1.58 2.51 -1.40 0.4898
H -3.58 1.95 -0.82 0.1712
H 0.35 1.21 4.51 0.5074
H 2.16 1.95 -3.92 0.4798
O 0.41 -1.78 -1.55 -0.8141
O 2.53 -4.16 -1.67 -0.9831
O 2.41 2.44 -1.89 -0.9769
H 2.38 -3.22 -1.64 0.4900
H 3.21 0.57 -1.52 0.4948
C -1.62 1.27 -0.23 -0.2413
H 4.14 0.46 0.38 0.5121
H -3.88 -0.79 0.18 0.5031
C -3.12 1.43 0.03 -0.6233
O -0.13 -4.48 -2.43 -0.9616
H 1.51 2.13 4.61 0.4851
H -4.87 -0.43 -1.00 0.4830
H 2.51 -0.79 -1.42 0.4849
H 0.12 -1.48 -0.67 0.4837
H -2.38 -1.13 2.08 0.4991
H -3.72 0.51 0.16 0.2562
H 0.11 2.43 -0.05 0.1884
H -1.48 -3.34 1.67 0.4861
O -3.95 -0.51 -0.74 -0.9281
H -0.20 -3.58 -2.10 0.4800
C 0.07 -0.77 -2.57 0.0868
H 1.16 -0.69 2.86 0.4989
O 1.48 2.00 -4.59 -0.9627
O 1.17 1.44 4.03 -0.9724
H -3.35 2.01 0.93 0.1713
H -0.78 -1.06 -3.15 0.1849
C -1.47 0.95 -1.73 -0.2208
H 0.69 1.01 -1.78 0.3719
H 2.69 3.34 -2.10 0.4981
H 1.02 -0.82 -3.10 0.1662
H -1.84 1.85 -2.22 0.1813
O -1.57 -2.51 2.14 -0.9832
```


## 2
The following is a quantum chemistry calculation of a 14-piece molecular cluster, C5H39NO14 overall, from the OMol25 dataset.

Its charge is 0.

The geometry in XYZ format:
```
59
Properties=species:S:1:pos:R:3:nbo_charge:R:1
H 0.27 3.25 -2.50 0.4865
H -1.73 -2.80 1.35 0.4864
H 2.23 1.49 -1.05 0.2007
H -1.98 3.01 -0.58 0.4992
C 0.91 1.23 1.38 -0.2139
H -2.21 -3.08 -3.08 0.4779
H 1.51 0.37 1.67 0.1620
O -2.51 1.74 -2.55 -1.0115
O -0.08 -4.03 -0.38 -0.9720
H 0.28 -4.90 -0.60 0.4831
C -0.70 0.23 -0.09 -0.4541
O -1.01 -0.12 -3.47 -0.9937
H -3.57 -1.60 0.08 0.4786
H -2.49 4.44 -0.21 0.4925
H -1.25 0.13 -4.36 0.4910
O -1.59 2.83 1.83 -0.9753
H -1.55 0.85 0.32 0.1850
H 0.04 -3.59 -1.24 0.4995
H -4.64 -2.77 0.04 0.4794
H -2.37 3.14 1.36 0.4894
H 1.80 -2.88 3.14 0.4788
O -1.42 -2.61 -2.78 -1.0134
O 1.89 -1.94 2.93 -0.9541
C 1.40 2.70 1.70 -0.4387
O 3.41 -1.58 0.90 -0.9584
O -0.34 3.21 -1.76 -1.0014
O 2.84 -3.76 -1.26 -0.9851
H -0.28 -2.81 0.99 0.4914
H -1.50 0.55 -2.92 0.5083
H 0.54 3.36 1.75 0.2347
H 3.00 -0.79 1.26 0.4735
H -1.78 1.97 2.21 0.4832
H -1.65 2.28 -2.53 0.4946
O 1.03 2.77 4.10 -0.7228
H 0.44 3.43 3.73 0.4648
O -3.89 -2.40 0.52 -0.9557
H 0.10 1.13 2.09 0.2108
H 0.08 2.57 -1.12 0.5135
H 2.03 -0.27 -0.60 0.2021
C 1.57 0.64 -0.96 -0.4314
H -1.51 -1.64 -2.97 0.4997
H 0.47 -1.19 -2.10 0.4746
H -0.94 0.08 -1.13 0.1829
H 2.43 1.50 3.29 0.1816
H -0.71 -0.66 0.52 0.2417
H 0.52 -2.14 -3.24 0.4964
H 2.84 3.25 3.26 0.1597
H 3.68 -2.13 1.63 0.4905
H 1.72 -1.87 1.99 0.4717
O -0.89 -2.43 1.65 -0.9806
H 1.08 0.43 -1.91 0.2069
C 2.03 2.52 3.11 -0.0634
H 2.42 -3.02 -1.72 0.4983
H 3.26 -3.45 -0.44 0.4782
H -3.00 2.39 -2.00 0.5122
H 2.13 2.97 0.93 0.1982
O -2.75 3.58 -0.53 -0.9730
N 0.47 1.10 -0.01 -0.4953
O 1.06 -1.80 -2.53 -0.9657
```


Energies relative to the most stable structure, in kJ/mol: 1 107.2; 2 0.0.


## 1
The following is a quantum chemistry calculation of a 2-piece molecular cluster, CH3NO overall, from the OMol25 dataset.

Its charge is 0.

The geometry in XYZ format:
```
6
Properties=species:S:1:pos:R:3:nbo_charge:R:1
C -0.25 0.14 -0.49 -0.0215
N 0.01 -0.89 0.43 -0.0199
H -0.21 1.22 -0.42 0.1813
O 0.97 -0.49 -0.42 -0.3075
H 0.34 0.08 2.39 0.0113
H -0.85 -0.06 -1.49 0.1563
```


## 2
The following is a quantum chemistry calculation of one molecule with the formula CH3NO, from the OMol25 dataset.

As for the SMILES: C=NO. Its charge is 0.

The geometry in XYZ format:
```
6
Properties=species:S:1:pos:R:3:nbo_charge:R:1
N -0.23 -0.96 0.01 -0.0499
O -1.51 -0.22 0.00 -0.5726
H 0.57 1.03 0.21 0.1643
H -1.30 0.73 -0.16 0.4409
C 0.75 -0.08 -0.05 -0.1820
H 1.72 -0.49 -0.01 0.1993
```


Energies relative to the most stable structure, in kJ/mol: 1 401.9; 2 0.0.